C21H27F3N2O2 | the ωB97M-V functional and the def2-TZVPD basis

As for the charge: 0. As for the energy above the lowest of the compared OMol25 structures with the same formula, charge and spin: 35.42 kJ/mol. As for the orbital gap: 9.70 eV. As for the LUMO energy: 0.01618 Eh. As for the SMILES: O=C1CC[C@@H](C(=O)N2CCCCCCC2)CN1Cc1cccc(C(F)(F)F)c1. The calculation puts the HOMO energy at -9.26 eV.

Last columns: bonded neighbours and bond lengths (Å).
Positions of all 55 atoms, in Å:
1 O 2.673 -3.352 0.058  C2 1.217
2 C 1.822 -2.505 0.258  O1 1.217, C3 1.516, N17 1.357
3 C 0.885 -2.605 1.445  C2 1.516, C4 1.520, H29 1.091, H30 1.095
4 C 0.157 -1.317 1.794  C3 1.520, C5 1.526, H31 1.091, H32 1.091
5 C -0.431 -0.726 0.515  C4 1.526, C6 1.530, C16 1.527, H33 1.093
6 C -1.231 0.539 0.830  C5 1.530, O7 1.218, N8 1.353
7 O -0.983 1.187 1.831  C6 1.218
8 N -2.209 0.920 -0.024  C6 1.353, C9 1.457, C15 1.446
9 C -2.945 2.124 0.340  N8 1.457, C10 1.531, H34 1.095, H35 1.090
10 C -3.946 1.893 1.475  C9 1.531, C11 1.530, H36 1.092, H37 1.091
11 C -5.070 0.897 1.184  C10 1.530, C12 1.536, H38 1.091, H39 1.092
12 C -4.578 -0.536 0.930  C11 1.536, C13 1.533, H40 1.090, H41 1.092
13 C -4.591 -0.962 -0.542  C12 1.533, C14 1.528, H42 1.093, H43 1.093
14 C -3.992 0.038 -1.530  C13 1.528, C15 1.530, H44 1.093, H45 1.089
15 C -2.507 0.338 -1.313  N8 1.446, C14 1.530, H46 1.100, H47 1.088
16 C 0.739 -0.358 -0.395  C5 1.527, N17 1.447, H48 1.096, H49 1.100
17 N 1.636 -1.474 -0.605  C2 1.357, C16 1.447, C18 1.452
18 C 2.564 -1.322 -1.712  N17 1.452, C19 1.505, H50 1.095, H51 1.094
19 C 3.557 -0.221 -1.449  C18 1.505, C20 1.388, C28 1.389
20 C 3.635 0.902 -2.262  C19 1.388, C21 1.385, H52 1.081
21 C 4.541 1.912 -1.986  C20 1.385, C22 1.383, H53 1.079
22 C 5.375 1.821 -0.887  C21 1.383, C23 1.389, H54 1.079
23 C 5.292 0.703 -0.068  C22 1.389, C24 1.502, C28 1.386
24 C 6.205 0.565 1.118  C23 1.502, F25 1.342, F26 1.342, F27 1.348
25 F 6.701 1.739 1.538  C24 1.342
26 F 5.595 0.010 2.177  C24 1.342
27 F 7.271 -0.215 0.848  C24 1.348
28 C 4.396 -0.318 -0.345  C19 1.389, C23 1.386, H55 1.080
29 H 1.474 -2.966 2.289  C3 1.091
30 H 0.165 -3.393 1.202  C3 1.095
31 H 0.838 -0.592 2.242  C4 1.091
32 H -0.633 -1.515 2.519  C4 1.091
33 H -1.059 -1.485 0.041  C5 1.093
34 H -2.217 2.866 0.686  C9 1.095
35 H -3.441 2.512 -0.550  C9 1.090
36 H -4.389 2.861 1.721  C10 1.092
37 H -3.386 1.554 2.347  C10 1.091
38 H -5.672 1.243 0.342  C11 1.091
39 H -5.725 0.895 2.058  C11 1.092
40 H -3.577 -0.647 1.345  C12 1.090
41 H -5.220 -1.237 1.468  C12 1.092
42 H -5.627 -1.135 -0.843  C13 1.093
43 H -4.064 -1.915 -0.632  C13 1.093
44 H -4.094 -0.371 -2.538  C14 1.093
45 H -4.567 0.963 -1.503  C14 1.089
46 H -2.179 1.037 -2.097  C15 1.100
47 H -1.947 -0.586 -1.439  C15 1.088
48 H 0.379 -0.030 -1.378  C16 1.096
49 H 1.285 0.483 0.056  C16 1.100
50 H 2.001 -1.121 -2.629  C18 1.095
51 H 3.087 -2.278 -1.808  C18 1.094
52 H 2.987 0.984 -3.122  C20 1.081
53 H 4.596 2.778 -2.629  C21 1.079
54 H 6.079 2.607 -0.661  C22 1.079
55 H 4.347 -1.188 0.291  C28 1.080

Atomic partial charges in e from the Löwdin method, atoms 1 to 8: atom 1 (O): 0.05, atom 2 (C): -0.45, atom 3 (C): -0.08, atom 4 (C): -0.14, atom 5 (C): -0.21, atom 6 (C): -0.44, atom 7 (O): 0.07, atom 8 (N): -0.05